1.
{"formula": "C45H49F5IrN2SSi", "method": "ωB97M-V with the def2-TZVPD basis set", "orbital_gap_ev": [5.711, 5.893], "lumo_ev": [1.292, 1.357], "charge": -1, "max_force_ev_per_a": 2.07, "homo_energy_ev": [-4.42, -4.54], "symbols": ["Ir", "C", "C", "C", "C", "C", "C", "C", "C", "C", "C", "C", "C", "N", "C", "C", "N", "C", "C", "C", "C", "C", "C", "C", "C", "C", "C", "C", "C", "C", "C", "C", "C", "C", "C", "C", "C", "C", "C", "H", "H", "H", "H", "H", "H", "H", "H", "H", "H", "H", "H", "H", "H", "H", "H", "H", "H", "H", "H", "H", "H", "H", "H", "H", "H", "H", "H", "H", "H", "H", "H", "H", "H", "H", "H", "H", "H", "H", "H", "F", "C", "C", "F", "C", "F", "C", "S", "C", "F", "C", "F", "C", "Si", "C", "C", "H", "H", "H", "H", "H", "H", "H", "H", "H"], "xyz": [[0.00032, 0.50795, -0.01583], [4.03873, 3.53254, -2.76897], [3.23730, 2.41737, -2.10000], [2.88447, 1.30572, -3.09369], [3.93890, 1.81659, -0.89137], [5.32252, 1.68806, -0.86227], [5.96190, 1.14304, 0.24090], [5.21213, 0.68896, 1.31408], [3.81856, 0.76182, 1.31623], [3.06486, 0.22448, 2.52693], [3.03994, 1.22371, 3.69133], [3.68012, -1.09550, 3.01782], [3.18972, 1.35326, 0.20222], [1.77197, 1.56138, 0.12344], [1.28929, 2.71371, 0.54166], [-0.07312, 3.04888, 0.38100], [-1.97092, 1.31892, -0.37591], [-3.39192, 1.22593, -0.41757], [-4.08847, 0.79840, 0.73960], [-5.48318, 0.74315, 0.70188], [-6.20667, 1.09532, -0.42306], [-5.52023, 1.47703, -1.56038], [-4.13022, 1.53182, -1.59183], [-3.42904, 1.84401, -2.90876], [-4.34434, 2.42026, -3.98423], [-2.71177, 0.58900, -3.43325], [-3.44357, 0.36401, 2.05764], [-2.54472, 1.42091, 2.72283], [-2.72270, -0.98629, 1.91377], [-0.34025, 4.25503, 1.18753], [-1.44296, 4.98850, 1.49864], [-1.29936, 6.13743, 2.34063], [-0.09937, 6.54114, 2.84936], [1.07176, 5.78703, 2.54668], [2.39819, 6.04221, 2.97801], [3.42214, 5.22037, 2.58554], [3.21197, 4.07844, 1.75917], [1.94276, 3.79714, 1.35535], [0.90247, 4.66817, 1.73634], [3.40297, 4.05912, -3.48737], [4.90866, 3.14423, -3.31069], [4.38859, 4.26476, -2.03242], [2.30246, 2.85214, -1.76476], [3.79411, 0.80316, -3.44340], [2.35764, 1.71778, -3.96117], [2.23678, 0.56030, -2.62103], [5.91215, 2.03193, -1.70772], [7.04394, 1.07204, 0.26482], [5.72450, 0.26310, 2.17260], [2.03903, 0.03798, 2.22334], [4.06075, 1.53973, 3.94326], [2.59914, 0.75334, 4.57782], [2.45638, 2.11531, 3.45725], [4.67365, -0.93098, 3.45316], [3.77618, -1.82567, 2.20880], [3.05259, -1.52798, 3.80183], [-6.01055, 0.43932, 1.60073], [-7.29113, 1.07525, -0.41298], [-6.08477, 1.73021, -2.45205], [-2.67775, 2.61081, -2.73441], [-5.06524, 1.67680, -4.34573], [-3.73923, 2.73907, -4.83815], [-4.89407, 3.29414, -3.61648], [-3.44707, -0.19364, -3.65818], [-2.00481, 0.19256, -2.69912], [-2.15789, 0.81811, -4.35123], [-4.28012, 0.20595, 2.73732], [-1.57022, 1.48156, 2.25139], [-2.38919, 1.16066, 3.77909], [-3.00300, 2.41581, 2.67808], [-1.83286, -0.87990, 1.28645], [-3.37647, -1.73454, 1.44981], [-2.39828, -1.36255, 2.89446], [-2.42007, 4.70817, 1.11803], [-2.18612, 6.71239, 2.58595], [-0.03463, 7.42190, 3.47949], [2.60455, 6.89481, 3.62100], [4.42921, 5.43983, 2.92132], [4.05459, 3.45855, 1.46887], [-1.80560, 8.16249, -3.96883], [-1.69275, 7.04959, -3.24071], [-2.81221, 6.47012, -2.68442], [-4.00673, 7.04147, -2.87934], [-2.66483, 5.31652, -1.94501], [-3.80414, 4.79001, -1.40916], [-1.46258, 4.71111, -1.72970], [-0.95680, 2.45968, -1.02581], [-0.37730, 5.31316, -2.29748], [0.87488, 4.77942, -2.14578], [-0.45770, 6.47019, -3.04538], [0.62522, 7.04106, -3.58495], [-0.37232, -2.71783, -1.44493], [0.68032, -1.73098, -0.23063], [0.55629, -2.79239, 1.31726], [2.42392, -2.01246, -0.89627], [0.01822, -3.74584, -1.52954], [-0.36332, -2.25906, -2.44553], [-1.42111, -2.77413, -1.11005], [0.88448, -3.80724, 1.05212], [-0.48512, -2.84435, 1.67098], [1.17007, -2.43276, 2.14865], [2.68239, -3.08310, -0.86024], [3.18738, -1.45320, -0.33658], [2.48264, -1.67924, -1.94432]], "lowdin_charge": [0.787, -0.073, -0.368, -0.046, -0.137, -0.038, -0.077, -0.051, -0.152, -0.362, -0.050, -0.082, -0.177, -0.070, -0.283, -0.402, -0.397, -0.208, -0.137, -0.058, -0.094, -0.053, -0.137, -0.393, -0.087, -0.058, -0.368, -0.065, -0.080, -0.163, -0.013, -0.068, -0.044, -0.159, -0.028, -0.065, -0.004, -0.067, -0.086, 0.077, 0.069, 0.085, 0.100, 0.084, 0.082, 0.056, 0.106, 0.097, 0.103, 0.096, 0.085, 0.079, 0.066, 0.068, 0.079, 0.076, 0.102, 0.094, 0.096, 0.065, 0.076, 0.080, 0.079, 0.086, 0.051, 0.079, 0.110, 0.034, 0.077, 0.078, 0.003, 0.084, 0.079, 0.110, 0.099, 0.103, 0.108, 0.098, 0.108, 0.106, -0.157, -0.161, 0.100, -0.247, 0.054, -0.062, 1.016, -0.229, 0.050, -0.159, 0.101, -0.258, 0.276, -0.228, -0.237, 0.021, 0.014, 0.018, 0.030, 0.010, 0.001, 0.025, 0.005, 0.014]}

---

2.
{"formula": "C8H21BClInNO2", "method": "ωB97M-V with the def2-TZVPD basis set", "orbital_gap_ev": 7.757, "lumo_ev": 3.012, "charge": -1, "max_force_ev_per_a": 1.11, "homo_energy_ev": -4.74, "symbols": ["C", "C", "C", "C", "C", "C", "O", "In", "Cl", "B", "O", "N", "C", "C", "H", "H", "H", "H", "H", "H", "H", "H", "H", "H", "H", "H", "H", "H", "H", "H", "H", "H", "H", "H", "H"], "xyz": [[2.92365, -1.12510, 1.74582], [2.86965, -0.76385, 0.26433], [4.06775, -1.38955, -0.44992], [2.81216, 0.75946, 0.06596], [2.95820, 1.16299, -1.40502], [1.51351, 1.34498, 0.65136], [0.40867, 0.68787, 0.12872], [-1.45907, 1.37461, 0.68470], [-1.87078, 3.28964, -0.81715], [-2.99363, -0.28606, 0.33537], [-2.93167, -1.41838, 1.16138], [-3.99270, -0.24311, -0.71924], [-4.73343, -1.46530, -0.97425], [-4.90384, 0.88862, -0.60242], [3.78273, -0.64690, 2.23184], [3.03493, -2.20572, 1.88079], [2.02330, -0.81222, 2.27598], [1.94057, -1.16918, -0.14886], [5.00695, -0.99647, -0.04185], [4.05979, -1.19896, -1.52398], [4.08116, -2.47478, -0.30844], [3.65104, 1.18764, 0.63891], [2.45339, 0.44607, -2.05805], [2.49709, 2.13585, -1.58674], [4.00530, 1.21839, -1.71636], [1.55154, 1.28637, 1.75434], [1.50944, 2.42396, 0.40990], [-1.26095, 2.06364, 2.29171], [-2.77353, -2.26300, 0.73684], [-4.06527, -2.32859, -0.99575], [-5.21268, -1.40740, -1.95821], [-5.51560, -1.66221, -0.22600], [-5.71595, 0.68210, 0.10978], [-4.36588, 1.77416, -0.26299], [-5.35583, 1.13044, -1.57249]], "lowdin_charge": [-0.082, -0.418, -0.093, -0.347, -0.077, -0.386, -0.390, 0.427, -0.192, -0.602, 0.028, -0.170, -0.117, -0.125, 0.079, 0.069, 0.073, 0.134, 0.079, 0.061, 0.068, 0.136, 0.080, 0.076, 0.067, 0.093, 0.104, -0.089, 0.072, 0.073, 0.082, 0.087, 0.085, 0.034, 0.084]}

---

3.
{"formula": "C10H20O20S5", "method": "ωB97M-V with the def2-TZVPD basis set", "orbital_gap_ev": [8.832, 1.883], "lumo_ev": [-3.854, -10.803], "charge": 1, "multiplicity": 2, "s2": 0.760, "max_force_ev_per_a": 5.60, "homo_energy_ev": [-12.69, -12.69], "symbols": ["C", "C", "O", "S", "O", "O", "O", "H", "H", "H", "H", "C", "C", "O", "S", "O", "O", "O", "H", "H", "H", "H", "C", "C", "O", "S", "O", "O", "O", "H", "H", "H", "H", "C", "C", "O", "S", "O", "O", "O", "H", "H", "H", "H", "C", "C", "O", "S", "O", "O", "O", "H", "H", "H", "H"], "xyz": [[-2.10672, 3.31704, -1.93803], [-1.24945, 4.58485, -2.15824], [-0.65267, 4.33328, -3.46882], [-0.11696, 2.77812, -3.52869], [1.27208, 2.74229, -3.04186], [-0.38685, 2.21089, -4.84383], [-1.21833, 2.29899, -2.34851], [-2.85723, 3.40296, -2.72382], [-2.66135, 3.13697, -1.01712], [-0.52368, 4.70557, -1.35402], [-1.78439, 5.52176, -2.31365], [-0.98186, 1.99673, 3.78796], [-1.17583, 0.84638, 4.80280], [-0.77202, 1.21438, 6.02979], [-0.36653, 2.83641, 6.19090], [1.14265, 2.86308, 6.41709], [-1.28221, 3.52113, 7.11433], [-0.78876, 3.13349, 4.61044], [-1.92312, 2.22599, 3.28839], [-0.12858, 1.82730, 3.13123], [-0.61108, -0.05521, 4.56553], [-2.24085, 0.62986, 4.71930], [1.69017, -1.82888, -3.87161], [0.89108, -0.71733, -4.61040], [0.63755, -1.06450, -5.91349], [0.65890, -2.72415, -6.06692], [1.31531, -3.10050, -7.34245], [-0.64497, -3.33505, -5.68768], [1.70281, -2.90949, -4.81453], [1.23470, -2.16497, -2.94011], [2.71715, -1.51877, -3.67860], [1.57636, 0.12646, -4.69106], [0.01937, -0.43692, -4.01915], [-0.65411, -0.54861, -0.50971], [-0.22020, 0.62481, 0.36395], [1.05910, 0.28924, 0.73783], [1.90433, -0.46061, -0.44602], [2.84496, -1.44893, 0.06762], [2.32013, 0.57186, -1.36596], [0.54171, -1.13126, -0.99316], [-1.32441, -0.22330, -1.30530], [-1.25570, -1.19062, 0.13374], [-0.82782, 0.86134, 1.23742], [-0.14468, 1.55709, -0.19574], [1.29588, -3.82901, 1.90384], [1.39015, -3.78563, 3.42421], [0.13840, -3.51544, 4.00630], [-1.01635, -3.20937, 2.79580], [-1.15214, -1.78830, 2.59883], [-2.22912, -4.07888, 2.99521], [-0.07089, -3.78611, 1.54256], [1.73807, -4.74389, 1.50944], [1.64132, -2.89914, 1.45205], [1.97255, -2.95589, 3.82474], [1.66416, -4.70751, 3.93719]], "mulliken_spin": [0.000, 0.000, 0.000, 0.001, 0.000, 0.001, 0.000, 0.000, 0.000, 0.000, 0.000, 0.000, 0.000, 0.000, 0.000, 0.000, 0.000, 0.000, 0.000, 0.000, 0.000, 0.000, 0.033, 0.021, 0.197, -0.088, 0.037, 0.277, 0.294, 0.044, 0.069, 0.059, 0.050, 0.001, 0.000, 0.000, -0.001, 0.000, 0.000, 0.005, 0.000, 0.000, 0.000, 0.000, 0.000, 0.000, 0.000, 0.000, 0.000, 0.000, 0.000, 0.000, 0.000, 0.000, 0.000]}

---

Number 1: calculated total energy -85578.7828 eV. Number 2: calculated total energy -32598.1260 eV. Number 3: calculated total energy -105801.3725 eV.